(1)
C55H45BFGeHfNP3 | ωB97M-V/def2-TZVPD

Summary:
* energy above the lowest of the compared OMol25 structures with the same formula, charge and spin: 43.0 kJ/mol
* charge: +3

```
108
Properties=species:S:1:pos:R:3:lowdin_charge:R:1
Hf -0.946 0.688 0.079 1.3639
F -2.297 0.014 1.273 -0.3731
Ge -0.061 -2.002 1.030 1.0293
C -1.728 -2.816 0.326 -0.2864
C -2.021 -4.003 0.997 -0.0875
C -3.101 -4.793 0.621 -0.0194
C -3.896 -4.424 -0.452 -0.0200
C -3.606 -3.259 -1.141 -0.0617
C -2.541 -2.448 -0.749 -0.3946
P -2.195 -0.939 -1.654 1.0166
C -3.454 0.317 -1.317 -0.4204
C -4.670 0.045 -0.681 -0.0479
C -5.586 1.062 -0.499 -0.0157
C -5.302 2.358 -0.928 -0.0268
C -4.089 2.647 -1.523 -0.0567
C -3.151 1.631 -1.706 -0.1648
C -2.243 -1.324 -3.417 -0.3622
C -1.617 -2.497 -3.848 -0.1166
C -1.653 -2.846 -5.186 -0.0503
C -2.308 -2.029 -6.100 -0.0365
C -2.931 -0.865 -5.674 -0.0383
C -2.905 -0.509 -4.334 -0.0559
C 1.436 -3.171 0.615 -0.3080
C 1.676 -4.486 1.005 -0.0593
C 2.764 -5.159 0.470 -0.0219
C 3.605 -4.543 -0.455 -0.0221
C 3.382 -3.234 -0.843 -0.0414
C 2.296 -2.560 -0.285 -0.4127
P 1.929 -0.827 -0.579 1.0981
C 2.121 -0.466 -2.327 -0.3619
C 1.128 -0.775 -3.249 -0.1013
C 1.352 -0.610 -4.602 -0.0301
C 2.583 -0.146 -5.046 -0.0192
C 3.588 0.146 -4.136 -0.0300
C 3.367 -0.004 -2.775 -0.0613
C 3.103 0.180 0.323 -0.3782
C 3.232 1.548 0.053 -0.1071
C 4.304 2.254 0.565 -0.0387
C 5.256 1.605 1.342 -0.0335
C 5.118 0.258 1.642 -0.0431
C 4.037 -0.455 1.150 -0.0638
C -0.067 -1.392 2.913 -0.2881
C -0.262 -2.449 3.800 -0.0841
C -0.235 -2.249 5.175 -0.0201
C 0.008 -0.988 5.691 -0.0197
C 0.225 0.070 4.823 -0.0720
C 0.177 -0.120 3.442 -0.3907
P 0.413 1.287 2.349 1.0354
C -1.089 2.311 2.363 -0.4210
C -1.299 3.089 1.209 -0.2156
C -2.452 3.869 1.084 -0.0416
C -3.403 3.842 2.088 -0.0178
C -3.207 3.049 3.217 -0.0021
C -2.065 2.278 3.356 -0.0368
C 1.731 2.318 3.015 -0.3528
C 1.679 3.708 2.908 -0.0651
C 2.685 4.475 3.472 -0.0400
C 3.727 3.864 4.158 -0.0336
C 3.772 2.482 4.271 -0.0534
C 2.784 1.704 3.691 -0.1067
H -1.410 -4.361 1.819 0.0880
H -3.305 -5.708 1.160 0.1289
H -4.727 -5.046 -0.755 0.1294
H -4.208 -2.979 -1.997 0.1288
H -4.897 -0.956 -0.339 0.1146
H -6.538 0.849 -0.034 0.1277
H -6.045 3.135 -0.805 0.1274
H -3.871 3.644 -1.881 0.1253
H -2.252 1.849 -2.280 0.0904
H -1.117 -3.150 -3.142 0.1171
H -1.180 -3.760 -5.517 0.1229
H -2.342 -2.307 -7.144 0.1244
H -3.451 -0.236 -6.383 0.1235
H -3.414 0.391 -4.018 0.1043
H 1.030 -5.002 1.703 0.1088
H 2.959 -6.182 0.763 0.1275
H 4.438 -5.094 -0.871 0.1280
H 4.035 -2.752 -1.560 0.1247
H 0.168 -1.139 -2.912 0.0377
H 0.566 -0.844 -5.307 0.1116
H 2.762 -0.014 -6.105 0.1268
H 4.550 0.498 -4.482 0.1260
H 4.164 0.230 -2.085 0.1121
H 2.529 2.051 -0.594 0.0896
H 4.411 3.306 0.337 0.1279
H 6.110 2.156 1.714 0.1287
H 5.860 -0.244 2.248 0.1259
H 3.956 -1.513 1.369 0.1131
H -0.423 -3.463 3.450 0.0921
H -0.393 -3.087 5.840 0.1290
H 0.038 -0.829 6.760 0.1294
H 0.441 1.054 5.223 0.1255
H -0.482 3.262 0.503 0.0928
H -2.571 4.508 0.221 0.1241
H -4.294 4.450 2.008 0.1284
H -3.954 3.042 3.999 0.1305
H -1.942 1.652 4.229 0.1170
H 0.858 4.204 2.407 0.1041
H 2.643 5.553 3.395 0.1229
H 4.496 4.469 4.617 0.1242
H 4.576 2.009 4.819 0.1238
H 2.821 0.627 3.793 0.1109
B 0.458 3.962 -2.829 -0.3356
C 0.319 2.664 -2.048 -0.1664
N 0.154 1.703 -1.384 -0.0516
H 0.765 4.764 -1.983 0.0499
H -0.664 4.138 -3.243 0.0491
H 1.275 3.791 -3.686 0.0461
```

=====

(2)
C55H45BrFHfNO2P2Si | ωB97M-V/def2-TZVPD

Summary:
* energy above the lowest of the compared OMol25 structures with the same formula, charge and spin: 163.5 kJ/mol

```
109
Properties=species:S:1:pos:R:3:lowdin_charge:R:1
Hf 0.740 0.647 0.503 1.5277
C 3.036 -1.919 -0.116 -0.2741
P 1.414 -2.277 0.669 1.0632
C 1.203 -4.004 0.093 -0.3418
C 0.948 -4.180 -1.268 -0.1286
C 0.841 -5.449 -1.813 -0.0763
C 0.976 -6.563 -0.993 -0.0812
C 1.216 -6.395 0.363 -0.0755
C 1.328 -5.121 0.911 -0.0741
C 1.740 -2.448 2.453 -0.3926
C 0.663 -2.852 3.240 -0.1195
C 0.809 -3.008 4.610 -0.0766
C 2.032 -2.730 5.209 -0.0818
C 3.098 -2.294 4.435 -0.0711
C 2.956 -2.158 3.059 -0.0780
C 3.331 -0.454 -0.236 -0.4044
C 4.508 0.218 -0.023 -0.0635
C 4.325 1.547 -0.496 -0.0577
C 3.045 1.633 -0.983 -0.4095
C 2.335 2.761 -1.666 -0.2650
P 0.901 3.173 -0.609 1.0655
C 1.589 4.256 0.687 -0.3536
C 2.590 5.192 0.422 -0.0789
C 3.064 6.018 1.429 -0.0768
C 2.526 5.927 2.711 -0.0778
C 1.511 5.022 2.975 -0.0664
C 1.044 4.188 1.965 -0.1054
C -0.102 4.328 -1.592 -0.3318
C -0.198 4.178 -2.975 -0.1052
C -0.956 5.067 -3.725 -0.0811
C -1.640 6.100 -3.098 -0.0802
C -1.558 6.245 -1.719 -0.0722
C -0.790 5.366 -0.967 -0.0716
N 2.392 0.404 -0.823 -0.0916
H 2.941 -2.332 -1.123 0.0885
H 3.837 -2.468 0.379 0.0943
H 0.817 -3.318 -1.911 0.0198
H 0.633 -5.563 -2.871 0.1120
H 0.884 -7.558 -1.409 0.1043
H 1.321 -7.258 1.009 0.1038
H 1.526 -5.014 1.969 0.0993
H -0.301 -3.044 2.778 0.1111
H -0.033 -3.329 5.210 0.1062
H 2.149 -2.837 6.280 0.1053
H 4.045 -2.048 4.903 0.1091
H 3.789 -1.787 2.473 0.0994
H 5.411 -0.207 0.392 0.1053
H 5.056 2.343 -0.505 0.1056
H 1.948 2.394 -2.618 0.0830
H 2.989 3.604 -1.871 0.0864
H 3.001 5.291 -0.576 0.1007
H 3.848 6.736 1.215 0.1032
H 2.901 6.569 3.500 0.1033
H 1.085 4.950 3.969 0.1096
H 0.246 3.484 2.172 0.0868
H 0.310 3.364 -3.475 0.0977
H -1.016 4.946 -4.800 0.1063
H -2.238 6.789 -3.682 0.1033
H -2.089 7.048 -1.223 0.1052
H -0.730 5.488 0.108 0.1095
F 2.707 1.414 6.477 0.0479
C 2.314 1.276 5.190 -0.2888
C 3.195 1.635 4.188 -0.0151
C 2.782 1.473 2.875 -0.1229
C 1.518 0.963 2.538 -0.2800
C 0.663 0.633 3.607 -0.1189
C 1.053 0.782 4.935 -0.0158
H 4.169 2.034 4.444 0.1175
H 3.475 1.756 2.087 0.0847
H -0.331 0.252 3.407 0.0927
H 0.402 0.517 5.760 0.1194
Br 0.050 -1.847 -3.990 0.8173
C -1.023 -0.510 -3.170 -0.6740
C -1.553 0.430 -3.945 -0.1352
C -2.203 1.610 -3.357 -0.0893
C -2.101 1.839 -2.050 -0.0574
C -1.502 0.868 -1.142 -0.2196
C -1.114 -0.530 -1.668 -0.3338
C -1.448 1.113 0.225 -0.7320
O -1.352 2.218 0.836 -0.0776
O -1.036 -0.011 0.947 -0.3030
H -1.456 0.352 -5.021 0.0965
H -2.687 2.326 -4.010 0.1017
H -2.502 2.743 -1.607 0.1264
H -0.084 -0.747 -1.326 0.0243
C -6.353 0.476 -0.637 -0.0914
C -6.070 -0.247 -1.787 -0.0861
C -4.893 -0.983 -1.876 -0.0824
C -3.975 -1.006 -0.822 -0.2502
C -4.287 -0.278 0.333 -0.0943
C -5.461 0.456 0.429 -0.0779
Si -2.335 -1.892 -0.976 0.7830
C -2.581 -3.428 -2.019 -0.2840
C -2.504 -4.651 -1.345 -0.1215
C -2.776 -5.854 -1.991 -0.0912
C -3.119 -5.855 -3.334 -0.0899
C -3.198 -4.651 -4.030 -0.0836
C -2.936 -3.455 -3.379 -0.1388
H -7.269 1.051 -0.568 0.0990
H -6.768 -0.243 -2.616 0.0997
H -4.704 -1.550 -2.779 0.0862
H -3.602 -0.280 1.177 0.1009
H -5.677 1.011 1.334 0.1028
H -1.945 -2.454 0.335 0.0250
H -2.226 -4.668 -0.296 0.0883
H -2.711 -6.787 -1.445 0.1021
H -3.329 -6.789 -3.841 0.0999
H -3.464 -4.647 -5.080 0.1025
H -3.002 -2.532 -3.946 0.0853
```

=====

Frontier orbital gap
In order: 6.057, 6.915
Unit: eV